Arrangement A

Density functional theory data (ωB97M-V/def2-TZVPD) for C2H4BrFO in the gas phase.

**SMILES**: OC[C@H](F)Br
**Gap between HOMO and LUMO**: 10.720 eV

Each line ends with the natural charge from an NBO analysis.
Geometry (Å):
O  1.21639  -0.66111  0.84446  -0.708
C  0.67742  0.37757  0.17901  -0.077
C  -0.72774  -0.18147  -0.51480  0.129
F  -0.35897  -0.62676  -1.75779  -0.351
Br  -2.06746  1.22459  -0.75393  -0.029
H  0.79613  -0.90986  1.65966  0.480
H  0.31902  1.08943  0.89149  0.170
H  1.24895  0.68939  -0.73018  0.207
H  -1.10375  -1.00178  0.18208  0.180


Arrangement B

Density functional theory data (ωB97M-V/def2-TZVPD) for 2 unconnected molecules or ions with the total composition C2H4BrFO.

**Gap between HOMO and LUMO**: 10.244 eV

Each line ends with the natural charge from an NBO analysis.
Geometry (Å):
C  -0.93523  -0.48075  0.46743  -0.694
C  0.12555  0.33773  -0.20299  0.584
O  0.61624  -0.22619  -1.20415  -0.619
F  1.83091  -0.07919  0.93632  -0.716
Br  0.37644  2.20420  -0.04006  0.136
H  -1.27158  -0.06829  1.49555  0.265
H  -1.66724  -0.46086  -0.35165  0.242
H  -0.45635  -1.42819  0.51731  0.271
H  1.38126  0.20153  -1.61776  0.531


Here is how they stack up, most stable first: arrangement A, arrangement B.


Arrangement A

Density functional theory data (ωB97M-V/def2-TZVPD) for CH2FNO in the gas phase.

**SMILES**: O=CNF
**Gap between HOMO and LUMO**: 11.662 eV

Each line ends with the natural charge from an NBO analysis.
Geometry (Å):
O  -0.15732  1.64695  0.20344  -0.480
C  -0.46011  0.52044  0.10785  0.514
N  0.25611  -0.84859  0.16565  -0.227
F  1.60167  -0.61187  0.34454  -0.252
H  -1.54060  0.26327  0.01150  0.100
H  0.30024  -0.97021  -0.83298  0.345


Arrangement B

Density functional theory data (ωB97M-V/def2-TZVPD) for 2 unconnected molecules or ions with the total composition CH2FNO.

**Gap between HOMO and LUMO (alpha / beta)**: 9.592 / 10.472 eV

Each line ends with the natural charge from an NBO analysis.
Geometry (Å):
C  0.33813  -0.20643  0.44855  0.706
N  0.47549  1.07963  0.05017  -0.343
O  0.02994  0.63275  1.39023  -0.348
F  1.36737  -1.03323  0.61921  -0.325
H  -1.20942  -1.96879  -0.72417  -0.027
H  1.45250  1.20627  0.07378  0.337


Arrangement C

Density functional theory data (ωB97M-V/def2-TZVPD) for 2 unconnected molecules or ions with the total composition CH2FNO.

**SMILES**: N=C=O.F
**Gap between HOMO and LUMO**: 12.221 eV

Each line ends with the natural charge from an NBO analysis.
Geometry (Å):
N  -0.46312  0.77054  -0.13531  -0.805
C  -1.17219  -0.17471  -0.05725  0.853
O  -1.60785  -1.21129  -0.02735  -0.470
H  -0.05232  1.25996  0.63133  0.432
F  2.09777  -0.25704  -0.17543  -0.565
H  1.19771  -0.38747  -0.23599  0.555


Here is how they stack up, most stable first: arrangement C, arrangement A, arrangement B.


Arrangement A

Density functional theory data (ωB97M-V/def2-TZVPD) for C9H15NO2S in the gas phase.

**Gap between HOMO and LUMO**: 8.182 eV

Each line ends with the natural charge from an NBO analysis.
Geometry (Å):
C  1.12138  -1.51594  -2.41030  -0.020
C  1.30917  -0.18963  -2.63533  -0.398
C  -0.45711  -1.50053  -0.62136  0.707
C  0.65756  0.38559  -0.13665  0.148
C  -0.37888  0.38686  2.13817  -0.601
C  -1.49436  1.54492  0.18771  -0.607
C  0.63122  2.52040  1.01859  -0.603
C  -0.47310  -3.51407  -1.79504  -0.407
C  -0.17165  1.23743  0.85173  -0.153
N  -0.04016  -2.10279  -1.73068  -0.492
O  -1.32578  -1.78651  0.16240  -0.617
O  1.93419  -0.10409  0.18371  -0.746
S  0.70300  1.17408  -1.71047  0.274
H  1.70976  -2.34772  -2.76484  0.210
H  2.26661  0.03913  -3.23912  0.236
H  0.52233  -0.18050  2.54031  0.203
H  -1.17218  -0.29251  2.16801  0.234
H  -0.68057  1.13152  2.82103  0.206
H  -2.18036  0.71655  0.13384  0.235
H  -2.14800  2.15409  0.76985  0.212
H  -1.31714  2.02436  -0.66409  0.211
H  -0.04828  3.30402  1.51795  0.210
H  0.97103  2.88274  0.15053  0.207
H  1.52269  2.51251  1.71672  0.225
H  -0.52277  -3.71221  -2.88870  0.212
H  0.21319  -4.25951  -1.17922  0.199
H  -1.42390  -3.59230  -1.41761  0.230
H  1.79143  -0.95483  0.64080  0.484


Arrangement B

Density functional theory data (ωB97M-V/def2-TZVPD) for C9H15NO2S in the gas phase.

**Gap between HOMO and LUMO**: 10.047 eV

Each line ends with the natural charge from an NBO analysis.
Geometry (Å):
C  -0.85240  -2.59178  -0.96444  -0.178
C  -0.43245  -1.46547  -0.84734  -0.050
C  1.02438  0.39407  -1.51970  -0.114
C  0.13851  -0.20669  -0.41698  0.067
C  -1.55828  0.07623  1.54870  -0.633
C  -2.12186  0.88596  -0.86790  -0.605
C  -0.36613  2.17230  0.26634  -0.616
C  1.81753  -1.83599  0.98273  -0.454
C  -1.04980  0.72172  0.23452  0.008
N  1.38646  -0.52352  0.79349  -0.664
O  3.85014  0.06434  0.52330  -0.926
O  2.10324  1.16885  -1.06128  -0.713
S  2.56705  0.72881  0.52258  1.655
H  -1.39560  -3.48865  -1.07809  0.241
H  1.52337  -0.46099  -2.04323  0.201
H  0.40986  1.00944  -2.35681  0.214
H  -0.70790  -0.14843  2.17853  0.235
H  -2.18163  -0.77769  1.40331  0.221
H  -2.27986  0.70359  2.17975  0.219
H  -2.75883  1.58898  -0.63707  0.207
H  -1.66162  1.01271  -1.77910  0.202
H  -2.60318  -0.04615  -1.01187  0.212
H  -1.13587  2.79844  0.57734  0.211
H  -0.16888  2.49755  -0.74177  0.210
H  0.60023  2.20839  0.86359  0.212
H  1.62775  -2.13533  2.03043  0.189
H  1.35204  -2.56357  0.27565  0.218
H  2.87376  -1.78713  0.94535  0.234


Arrangement C

Density functional theory data (ωB97M-V/def2-TZVPD) for C9H15NO2S in the gas phase.

**SMILES**: C/C(C(O)=S)=C(/O)[C@@]1(C)CCCN1
**Gap between HOMO and LUMO**: 8.186 eV

Each line ends with the natural charge from an NBO analysis.
Geometry (Å):
C  1.78199  1.68159  -0.44671  -0.624
C  1.96495  0.23640  -0.07864  -0.303
C  3.31104  -0.17843  -0.11672  0.261
O  3.62520  -1.47920  -0.20697  -0.635
S  4.63747  0.84630  -0.02070  -0.170
C  0.95565  -0.57669  0.39844  0.406
O  1.00172  -1.88948  0.66262  -0.688
C  -0.74818  -0.05689  0.46860  0.133
C  -0.79661  0.63274  1.84023  -0.652
C  -1.04502  0.73894  -0.80098  -0.438
C  -2.35968  0.07154  -1.18352  -0.406
C  -2.27471  -1.35629  -0.76803  -0.223
N  -1.48592  -1.33482  0.43910  -0.657
H  1.00968  2.19067  0.17668  0.200
H  2.71524  2.23309  -0.31321  0.269
H  1.42172  1.64618  -1.50112  0.210
H  2.79704  -1.96956  -0.17798  0.488
H  0.14926  -1.91522  1.12319  0.514
H  0.19684  0.38946  2.37486  0.238
H  -1.71332  0.33752  2.37338  0.211
H  -0.68198  1.71654  1.70888  0.234
H  -0.28843  0.57102  -1.52709  0.224
H  -1.24068  1.70555  -0.66235  0.222
H  -3.27544  0.46859  -0.66309  0.198
H  -2.69064  0.33337  -2.24608  0.224
H  -3.19730  -1.80553  -0.61353  0.209
H  -1.69379  -1.88700  -1.52934  0.185
H  -2.07610  -1.35041  1.29008  0.370


Here is how they stack up, most stable first: arrangement C, arrangement A, arrangement B.


Arrangement A

Density functional theory data (ωB97M-V/def2-TZVPD) for 2 unconnected molecules or ions with the total composition C3H9NOS.

**SMILES**: NC=O.CCS
**Gap between HOMO and LUMO**: 9.922 eV

Each line ends with the natural charge from an NBO analysis.
Geometry (Å):
N  -1.14135  -2.43439  1.46457  -0.837
C  -2.30750  -2.71361  0.85194  0.528
O  -2.86301  -3.78111  0.78521  -0.580
H  -0.50070  -1.79855  1.00717  0.396
H  -0.72857  -3.06536  2.14304  0.398
H  -2.66967  -1.84482  0.28205  0.094
C  1.35150  0.56761  0.13566  -0.628
C  1.72443  1.47792  -1.06203  -0.550
S  1.43160  3.23261  -0.93535  -0.010
H  0.78547  -0.22351  -0.35847  0.196
H  2.18329  0.06294  0.63780  0.211
H  0.83395  1.04452  0.96610  0.223
H  1.24184  1.05377  -1.93466  0.217
H  2.78562  1.27487  -1.23985  0.225
H  0.18825  3.20026  -1.39213  0.117


Arrangement B

Density functional theory data (ωB97M-V/def2-TZVPD) for 2 unconnected molecules or ions with the total composition C3H9NOS.

**Gap between HOMO and LUMO**: 9.901 eV

Each line ends with the natural charge from an NBO analysis.
Geometry (Å):
C  -2.58490  -0.41316  0.47467  -0.811
C  3.34323  -0.43771  0.16327  -0.022
C  -0.58746  1.23928  -0.29919  -0.817
N  2.13526  -0.13522  0.05244  -0.640
O  -0.53688  -1.32581  -0.96107  -1.003
S  -0.75237  -0.51640  0.24820  1.251
H  -3.05166  -0.02828  -0.42213  0.225
H  -2.77830  0.23073  1.32552  0.220
H  3.82929  -1.30871  -0.28330  0.144
H  3.98771  0.20487  0.75072  0.153
H  -2.96091  -1.41045  0.67674  0.233
H  0.47353  1.46280  -0.33641  0.260
H  -1.02668  1.33359  -1.28648  0.227
H  -1.08016  1.88567  0.41518  0.218
H  1.59029  -0.78118  -0.51816  0.360


Here is how they stack up, most stable first: arrangement A, arrangement B.


Arrangement A

Density functional theory data (ωB97M-V/def2-TZVPD) for C4H8OP2 in the gas phase.

**SMILES**: CC[C@H]1P2C[P@@]12=O
**Gap between HOMO and LUMO**: 6.832 eV

Each line ends with the natural charge from an NBO analysis.
Geometry (Å):
C  -1.89567  -0.92983  -0.47911  -0.628
C  -1.10882  0.48789  -0.16456  -0.430
C  0.27994  0.43877  -0.83309  -0.701
P  1.74655  1.40119  -0.43430  0.640
C  1.79115  0.65446  1.31480  -1.019
P  1.31231  -0.90680  0.28040  1.390
O  2.44141  -1.63664  -0.29486  -1.066
H  -2.57906  -0.94359  -1.36768  0.227
H  -2.41584  -1.18084  0.47489  0.217
H  -1.06648  -1.63667  -0.41017  0.210
H  -1.13241  0.84504  0.82203  0.216
H  -1.69801  1.20515  -0.77467  0.221
H  0.26133  0.27452  -1.86404  0.230
H  2.80722  0.74455  1.60820  0.240
H  1.25639  1.18281  2.12214  0.254


Arrangement B

Density functional theory data (ωB97M-V/def2-TZVPD) for C4H8OP2 in the gas phase.

**Gap between HOMO and LUMO (alpha / beta)**: 6.676 / 6.677 eV

Each line ends with the natural charge from an NBO analysis.
Geometry (Å):
C  2.39213  0.83698  -0.50855  -1.112
C  -0.27850  -1.01027  -0.19430  -0.734
C  -2.15188  0.15011  0.86660  -0.578
C  -1.44480  -0.09399  -0.45222  -0.432
O  2.22062  -1.82612  0.47168  -1.049
P  4.13854  1.34685  0.27043  0.383
P  1.40938  -0.70665  0.05396  1.751
H  1.66936  1.54595  -0.29216  0.236
H  2.65785  0.89977  -1.59144  0.275
H  -0.39789  -2.06076  -0.11949  0.246
H  -1.44360  0.66071  1.54774  0.199
H  -2.43009  -0.72114  1.31071  0.203
H  -3.02806  0.73919  0.69227  0.201
H  -1.25147  0.80197  -0.92599  0.203
H  -2.06159  -0.56261  -1.12924  0.209


Here is how they stack up, most stable first: arrangement A, arrangement B.


Arrangement A

Density functional theory data (ωB97M-V/def2-TZVPD) for C2H4 in the gas phase.

**SMILES**: C=C
**Gap between HOMO and LUMO**: 11.730 eV

Each line ends with the natural charge from an NBO analysis.
Geometry (Å):
C  0.65381  -0.00590  0.01024  -0.379
C  -0.65794  0.00106  -0.02312  -0.385
H  1.23676  0.90154  -0.03942  0.192
H  1.23042  -0.92778  0.02275  0.189
H  -1.15460  0.93910  0.07689  0.188
H  -1.28782  -0.88382  0.01702  0.195


Arrangement B

Density functional theory data (ωB97M-V/def2-TZVPD) for C2H4 in the gas phase.

**SMILES**: C=C
**Gap between HOMO and LUMO**: 11.812 eV

Each line ends with the natural charge from an NBO analysis.
Geometry (Å):
C  0.68610  0.01294  -0.06114  -0.374
C  -0.61676  -0.01183  0.01485  -0.368
H  1.09750  0.87740  0.09503  0.178
H  1.30400  -0.93568  0.13013  0.190
H  -1.33049  -0.85876  -0.07557  0.193
H  -1.14033  0.91594  -0.10330  0.180


Here is how they stack up, most stable first: arrangement A, arrangement B.